Record 1
{"formula": "C40H38N3O7PS5V", "method": "ωB97M-V/def2-TZVPD", "symbols": ["V", "C", "C", "C", "C", "C", "C", "C", "C", "C", "C", "C", "C", "C", "C", "C", "N", "H", "H", "H", "H", "H", "H", "H", "H", "H", "H", "O", "C", "O", "C", "C", "C", "C", "C", "C", "O", "N", "O", "O", "N", "O", "O", "H", "H", "C", "S", "C", "C", "S", "S", "C", "S", "S", "H", "H", "H", "C", "C", "C", "C", "P", "C", "C", "C", "C", "C", "C", "C", "C", "C", "C", "H", "H", "H", "H", "H", "H", "H", "H", "H", "H", "H", "H", "H", "H", "H", "H", "H", "H", "H", "H", "H", "H", "H"], "xyz": [[0.22058, 0.74236, 0.21900], [-0.50992, 1.61287, 4.45949], [0.74866, 1.24473, 4.92864], [1.74629, 0.94711, 4.02733], [1.47714, 0.96594, 2.65091], [0.16281, 1.16522, 2.17638], [-0.79638, 1.56466, 3.10417], [2.53477, 0.88392, 1.65491], [3.90763, 0.98540, 1.96758], [4.84414, 0.89933, 0.98507], [4.43501, 0.77952, -0.36284], [5.34882, 0.65522, -1.42717], [4.91481, 0.63342, -2.72503], [3.54455, 0.75927, -3.00106], [2.63073, 0.83845, -1.98267], [3.04603, 0.81385, -0.63654], [2.12318, 0.79780, 0.37940], [-1.28268, 1.91556, 5.15598], [0.95649, 1.23668, 5.99154], [2.73860, 0.69593, 4.38621], [-1.79075, 1.81620, 2.76310], [4.20249, 1.13097, 2.99556], [5.90119, 0.95333, 1.21526], [6.40466, 0.57862, -1.19494], [5.62026, 0.52250, -3.53785], [3.19345, 0.78646, -4.02403], [1.57953, 0.89876, -2.22214], [-0.98282, 1.16462, -3.52309], [-0.72520, 1.55728, -2.39970], [-0.67528, 0.77233, -1.36003], [-0.44759, 3.01158, -2.14766], [-0.52660, 3.88380, -3.19965], [-0.33803, 5.25223, -3.00529], [-0.18057, 5.75565, -1.72572], [-0.07295, 4.90177, -0.65068], [-0.07289, 3.46431, -0.83345], [0.26133, 2.67317, 0.10319], [0.05768, 5.51484, 0.65957], [-0.11027, 6.72999, 0.72069], [0.32348, 4.83453, 1.62876], [-0.30005, 6.14794, -4.13045], [-0.24447, 7.35082, -3.91760], [-0.33918, 5.66418, -5.25185], [-0.75022, 3.50557, -4.18761], [-0.12792, 6.82098, -1.56471], [-3.75636, 3.72460, -0.26056], [-4.78166, 3.11588, 1.11049], [-5.19810, 1.53045, 0.49247], [-4.32429, 0.49831, 0.35678], [-2.67606, 0.48056, 0.77352], [-5.06465, -0.97321, -0.29823], [-6.71003, -0.42856, -0.36664], [-7.96485, -1.38079, -0.84049], [-6.87565, 1.23067, 0.07359], [-3.46622, 4.74487, -0.01054], [-4.33604, 3.71513, -1.18069], [-2.87407, 3.09345, -0.35339], [2.10900, -2.38657, -1.28051], [1.69658, -3.01391, 0.06011], [1.79921, -4.53125, -0.10047], [2.64747, -2.59265, 1.18491], [-0.01294, -2.23306, 0.41132], [-0.97561, -2.98092, -0.96628], [-1.27302, -4.34204, -1.05933], [-2.01036, -4.83750, -2.12209], [-2.46902, -3.98117, -3.11482], [-2.18401, -2.62866, -3.03392], [-1.44716, -2.13229, -1.96640], [-0.76643, -3.07018, 1.97071], [-0.22414, -4.44266, 2.37509], [-2.28515, -3.14846, 1.77664], [-0.48641, -2.12283, 3.13888], [3.19432, -2.43927, -1.41169], [1.81063, -1.34207, -1.35005], [1.63988, -2.91858, -2.10904], [2.84428, -4.77846, -0.31609], [1.19966, -4.89017, -0.93386], [1.51121, -5.06781, 0.80127], [3.68860, -2.69578, 0.86365], [2.50491, -3.22116, 2.06689], [2.48286, -1.56222, 1.47990], [-0.94308, -5.03080, -0.29860], [-2.23639, -5.89605, -2.16609], [-3.05335, -4.37081, -3.93893], [-2.54612, -1.94851, -3.79428], [-1.25323, -1.06907, -1.90248], [-0.41617, -5.22956, 1.64911], [-0.72467, -4.73305, 3.30305], [0.84701, -4.39869, 2.58181], [-2.58149, -3.95189, 1.10391], [-2.66601, -2.20681, 1.38453], [-2.76341, -3.31517, 2.74655], [0.58310, -1.93398, 3.26359], [-0.86989, -2.55891, 4.06575], [-0.99325, -1.17806, 2.98000]], "forces_ev_per_a": [[-3.045, -1.238, 0.697], [-0.040, -0.039, -0.167], [0.053, 0.060, 0.130], [0.266, -0.015, -0.104], [-0.383, -0.008, 0.537], [0.336, 0.068, 0.822], [-0.043, -0.020, 0.239], [-0.223, 0.091, -0.481], [0.379, -0.098, 0.017], [-0.223, -0.024, 0.130], [-0.306, -0.006, -0.050], [0.084, 0.038, -0.129], [0.155, -0.022, 0.062], [-0.195, 0.023, 0.124], [-0.023, 0.044, -0.136], [0.454, -0.026, -0.043], [2.906, 0.122, 0.385], [0.019, 0.000, 0.021], [0.002, -0.027, -0.012], [-0.034, 0.057, 0.061], [-0.029, -0.020, -0.025], [-0.023, -0.023, -0.004], [0.008, -0.032, 0.019], [-0.001, 0.038, -0.006], [0.015, 0.044, 0.013], [0.008, -0.034, -0.004], [-0.025, -0.012, 0.014], [0.047, -0.129, 0.183], [-0.103, 0.564, -0.530], [-0.020, -0.017, -1.790], [0.116, -0.172, 0.507], [-0.052, 0.317, -0.306], [0.052, -0.461, 0.511], [0.015, 0.163, -0.084], [-0.048, -0.715, -0.402], [0.025, 0.476, -0.044], [-0.013, 0.967, -0.323], [0.142, 0.427, 0.367], [-0.015, -0.143, -0.028], [-0.032, -0.110, -0.191], [-0.315, 0.357, -0.426], [0.085, -0.168, 0.047], [0.057, -0.007, 0.144], [0.035, -0.072, 0.025], [0.036, 0.001, 0.008], [-0.125, -0.062, 0.157], [0.014, 0.000, -0.132], [-0.058, 0.009, 0.076], [-0.299, -0.043, -0.329], [0.218, -0.329, 0.511], [-0.060, 0.321, 0.182], [0.232, 0.199, -0.018], [-0.206, -0.161, -0.071], [0.236, -0.220, -0.020], [0.025, 0.006, -0.026], [0.039, 0.043, -0.042], [-0.001, 0.005, 0.002], [-0.012, -0.056, 0.111], [-0.154, 0.126, 0.056], [-0.024, -0.015, 0.028], [-0.060, -0.057, -0.038], [0.067, -0.867, 0.051], [-0.083, 0.281, -0.023], [-0.018, 0.000, -0.068], [0.001, -0.038, 0.035], [0.026, 0.015, 0.001], [-0.055, -0.065, -0.074], [0.028, 0.077, 0.055], [0.057, 0.168, -0.102], [0.043, 0.087, -0.006], [0.022, 0.048, 0.014], [0.068, 0.058, -0.059], [0.012, 0.003, 0.018], [0.028, -0.063, -0.059], [-0.049, 0.057, -0.013], [0.009, 0.002, -0.017], [-0.003, -0.024, -0.031], [0.117, -0.009, -0.167], [-0.007, -0.024, -0.010], [0.029, 0.085, 0.001], [0.060, 0.157, 0.089], [0.025, -0.038, 0.082], [-0.004, 0.005, -0.010], [-0.006, 0.012, -0.003], [0.028, 0.040, 0.027], [-0.080, -0.179, -0.050], [0.002, 0.005, -0.042], [-0.025, 0.007, 0.013], [-0.101, -0.093, 0.051], [0.003, 0.008, 0.015], [-0.096, 0.073, -0.030], [0.053, -0.048, 0.024], [-0.012, 0.045, 0.050], [0.018, -0.027, -0.005], [-0.025, 0.255, 0.015]], "lowdin_spin": [1.86, 0.00, 0.01, 0.00, 0.01, -0.03, 0.01, 0.03, 0.00, 0.03, 0.00, 0.00, 0.00, 0.01, 0.00, 0.01, -0.01, 0.00, 0.00, 0.00, 0.00, 0.00, 0.00, 0.00, 0.00, 0.00, 0.00, 0.00, 0.01, 0.01, 0.01, 0.00, 0.00, 0.00, 0.00, 0.01, 0.02, 0.00, 0.00, 0.00, 0.00, 0.00, 0.00, 0.00, 0.00, 0.00, 0.00, 0.00, 0.00, 0.01, 0.00, 0.00, 0.00, 0.00, 0.00, 0.00, 0.00, 0.00, 0.00, 0.00, 0.00, 0.00, 0.00, 0.00, 0.00, 0.00, 0.00, 0.00, 0.00, 0.00, 0.00, 0.00, 0.00, 0.00, 0.00, 0.00, 0.00, 0.00, 0.00, 0.00, 0.00, 0.00, 0.00, 0.00, 0.00, 0.00, 0.00, 0.00, 0.00, 0.00, 0.00, 0.00, 0.00, 0.00, 0.00], "e_lumo_ev": [0.91, 0.74], "spin_multiplicity": 3, "orbital_gap_ev": [5.255, 5.095], "mol_weight_g_mol": 915.01, "charge": -1, "e_above_lowest_ev": 1.7429, "max_force_ha_per_bohr": 0.06535}


Record 2
{"formula": "C40H38N6O15", "method": "ωB97M-V/def2-TZVPD", "symbols": ["C", "C", "C", "C", "C", "C", "N", "O", "O", "H", "H", "H", "H", "H", "C", "C", "C", "C", "C", "C", "N", "O", "O", "H", "H", "H", "H", "H", "C", "C", "C", "C", "C", "C", "N", "O", "O", "H", "H", "H", "H", "H", "C", "C", "C", "C", "C", "C", "N", "O", "O", "H", "H", "H", "H", "H", "C", "C", "C", "C", "C", "C", "N", "O", "O", "H", "H", "H", "H", "H", "C", "C", "C", "C", "C", "C", "N", "O", "O", "H", "H", "H", "H", "H", "C", "C", "O", "C", "O", "O", "C", "H", "H", "H", "H", "H", "H", "H", "H"], "xyz": [[-18.87012, -11.43435, -16.34877], [-20.26164, -11.28951, -16.41124], [-20.82156, -10.05516, -16.13090], [-20.06682, -9.01775, -15.60789], [-18.68730, -9.16426, -15.50289], [-18.11909, -10.37040, -15.87269], [-20.68028, -7.72817, -15.33753], [-19.94434, -6.75742, -15.19193], [-21.89680, -7.62829, -15.39266], [-18.38935, -12.36969, -16.59894], [-20.85112, -12.08223, -16.84919], [-21.89419, -9.98420, -16.26169], [-18.10224, -8.39665, -15.01715], [-17.03498, -10.35222, -15.90476], [-9.02062, -6.45250, -17.17977], [-8.69754, -5.70995, -16.04437], [-9.62160, -5.69870, -15.00336], [-10.77629, -6.46682, -15.04229], [-11.09452, -7.22599, -16.16410], [-10.19142, -7.17696, -17.21147], [-11.74039, -6.35376, -13.93382], [-11.48022, -5.55799, -13.06237], [-12.69498, -7.09854, -13.94647], [-8.26098, -6.42196, -17.95178], [-7.79776, -5.12603, -15.92565], [-9.40988, -5.02930, -14.18110], [-12.00249, -7.80752, -16.21937], [-10.44130, -7.68778, -18.13568], [-18.44903, -7.01619, -18.90102], [-18.94300, -8.30095, -19.14603], [-20.31364, -8.48852, -19.27342], [-21.18648, -7.45666, -18.98911], [-20.73461, -6.19467, -18.60405], [-19.35036, -6.01098, -18.61079], [-22.62367, -7.61645, -19.13979], [-23.34393, -6.63921, -19.03579], [-23.06333, -8.73342, -19.33055], [-17.39548, -6.79260, -18.99126], [-18.28696, -9.14829, -19.29042], [-20.66740, -9.47457, -19.54412], [-21.43502, -5.39737, -18.41882], [-18.95501, -5.00645, -18.51033], [-11.45060, -11.15334, -16.62143], [-11.04563, -10.69231, -15.37146], [-11.97256, -10.30324, -14.42515], [-13.32824, -10.41025, -14.71736], [-13.70531, -10.90717, -15.93362], [-12.81609, -11.29740, -16.90869], [-14.32204, -9.88692, -13.77816], [-13.91770, -9.61900, -12.67419], [-15.48480, -9.84622, -14.10192], [-10.75574, -11.62228, -17.30869], [-9.98992, -10.58436, -15.16128], [-11.64036, -9.86075, -13.49659], [-14.74406, -10.77294, -16.23027], [-13.14429, -11.84925, -17.77792], [-9.99136, -16.20384, -20.96515], [-10.14635, -15.67556, -22.25003], [-10.84287, -14.48932, -22.44357], [-11.37268, -13.86070, -21.31637], [-11.13362, -14.32549, -20.04107], [-10.49634, -15.54381, -19.85601], [-12.09024, -12.59849, -21.50600], [-12.64664, -12.11157, -20.53096], [-12.14362, -12.11747, -22.62297], [-9.51342, -17.17428, -20.92308], [-9.79144, -16.29149, -23.06386], [-11.15108, -14.30931, -23.46380], [-11.45148, -13.74893, -19.18354], [-10.41573, -15.95351, -18.85966], [-15.40763, -9.66910, -22.58819], [-15.49637, -10.91309, -23.21831], [-16.73685, -11.51235, -23.34030], [-17.86715, -10.96072, -22.74569], [-17.75293, -9.72633, -22.12746], [-16.52274, -9.09213, -21.99329], [-19.15042, -11.66278, -22.69393], [-20.07182, -11.11772, -22.11791], [-19.21843, -12.74578, -23.25374], [-14.44692, -9.18820, -22.45754], [-14.64096, -11.48994, -23.53928], [-16.84731, -12.47622, -23.82220], [-18.60484, -9.25155, -21.66024], [-16.38128, -8.24951, -21.33062], [-12.59272, -8.15192, -20.57069], [-12.88254, -9.20134, -19.53158], [-13.18468, -8.66017, -18.24532], [-14.34660, -8.04242, -18.09297], [-15.16418, -7.88192, -18.95430], [-14.41460, -7.64421, -16.82856], [-15.60158, -6.99388, -16.44248], [-11.93814, -7.35778, -20.20027], [-13.49999, -7.63329, -20.88832], [-12.15365, -8.51740, -21.49989], [-12.08236, -9.93191, -19.45705], [-13.74126, -9.79263, -19.85802], [-16.11159, -6.36409, -17.17316], [-15.42143, -6.33455, -15.59516], [-16.37411, -7.69750, -16.12522]], "forces_ev_per_a": [[-0.510, 0.246, 0.520], [1.167, 0.206, -0.691], [-1.096, -0.413, 0.446], [0.684, -0.739, -0.507], [-0.765, -0.006, 0.675], [0.727, 0.508, -0.572], [-0.481, 1.453, -0.600], [-0.052, -0.752, 0.251], [0.431, -0.502, 0.215], [-0.018, 0.005, -0.157], [-0.205, 0.003, 0.223], [0.056, 0.455, 0.048], [0.054, 0.121, -0.306], [-0.072, -0.558, 0.333], [1.233, 0.721, 0.863], [-1.204, -0.496, 0.314], [0.491, 0.482, 0.289], [0.079, 0.310, -0.706], [0.344, 0.354, 0.538], [-0.363, -0.498, -1.121], [0.650, -0.386, -0.100], [-0.197, 0.277, 0.289], [-0.378, -0.055, -0.047], [-0.480, -0.338, -0.452], [0.082, -0.019, -0.283], [-0.272, -0.256, 0.258], [-0.010, 0.066, 0.000], [-0.014, -0.190, 0.142], [-0.453, -0.639, -0.085], [-0.102, 0.467, -0.129], [0.197, -0.771, 0.377], [0.435, 1.114, 0.173], [0.720, -0.761, -0.524], [-0.208, 0.957, -0.224], [-1.224, -0.354, 0.242], [0.491, 0.146, -0.053], [0.365, -0.316, -0.125], [0.062, -0.159, 0.209], [0.107, 0.075, -0.108], [-0.270, 0.113, -0.022], [0.021, 0.027, 0.088], [-0.125, 0.005, 0.334], [-0.792, -1.290, 0.044], [0.150, 0.241, -0.519], [-0.105, 0.313, 0.410], [1.235, 0.370, -0.440], [-1.931, 0.816, -0.962], [1.459, -0.477, 0.937], [0.394, -0.737, 0.616], [0.221, 0.339, 0.409], [-0.565, 0.217, -0.671], [0.287, 0.487, -0.051], [-0.002, -0.057, 0.079], [-0.136, -0.128, 0.086], [-0.057, -0.594, 0.360], [-0.092, 0.460, -0.295], [-0.013, -0.101, -0.527], [-0.172, -0.094, 0.839], [-0.554, -1.300, -0.099], [0.930, 0.232, -0.767], [-0.197, 0.026, 0.462], [0.151, 0.077, -0.295], [-0.736, 0.234, 0.100], [0.301, -0.129, -0.186], [0.180, -0.187, 0.245], [0.038, 0.042, 0.449], [-0.025, 0.311, -0.265], [0.148, 0.867, 0.130], [-0.212, -0.019, -0.090], [0.149, -0.005, 0.002], [0.354, -0.394, 0.375], [-0.519, 0.313, 0.065], [-0.627, -1.003, 0.172], [1.001, 1.067, -0.025], [-0.385, 0.457, 0.790], [0.234, -0.722, -0.451], [-0.161, -0.216, -0.640], [0.150, -0.163, 0.018], [0.032, 0.305, 0.277], [0.072, -0.099, -0.057], [0.209, 0.409, -0.223], [0.104, 0.005, 0.047], [-0.148, -0.261, -0.054], [-0.273, 0.277, -0.267], [-0.081, 1.141, -0.396], [-0.817, -0.578, -1.054], [0.886, -0.043, 0.257], [0.372, -0.156, -0.110], [-0.620, 0.102, -0.219], [0.097, 0.183, -0.089], [-1.707, 0.721, 0.849], [0.153, -0.196, 0.133], [-0.102, -0.093, 0.224], [0.142, -0.460, 0.254], [0.236, 0.303, 0.619], [-0.064, 0.042, 0.022], [0.665, -0.192, -0.548], [0.539, -0.268, 0.062], [0.311, -0.300, -0.048]], "mulliken_charge": [-0.32, -0.77, -0.09, -0.53, -0.28, -0.04, 1.13, -0.59, -0.62, 0.45, 0.40, 0.43, 0.66, 0.25, -0.78, -0.48, -0.54, -0.38, 0.95, -0.52, 1.06, -0.64, -0.54, 0.41, 0.40, 0.45, 0.28, 0.32, -0.81, -0.15, -0.33, -0.39, -0.62, -0.64, 1.06, -0.64, -0.61, 0.62, 1.06, 0.49, 0.54, 0.40, -0.39, -0.87, -0.03, -0.31, 0.15, -0.45, 1.15, -0.61, -0.65, 0.43, 0.40, 0.52, 0.09, 0.46, -0.35, -0.50, -0.45, 0.08, 0.13, -0.66, 1.00, -0.52, -0.61, 0.37, 0.36, 0.39, 0.37, 0.40, -0.47, -0.37, -0.50, -0.13, -0.30, -0.26, 1.00, -0.58, -0.61, 0.41, 0.42, 0.44, 0.58, 0.39, -1.64, -0.32, 0.61, 0.07, -0.56, -0.06, -1.11, 0.32, 0.24, 0.48, 0.36, 0.55, 0.34, 0.37, 0.37], "e_lumo_ev": -1.32, "spin_multiplicity": 1, "orbital_gap_ev": 8.396, "mol_weight_g_mol": 842.77, "e_above_lowest_ev": 0.0000, "smiles": "O=[N+]([O-])c1ccccc1.O=[N+]([O-])c1ccccc1.O=[N+]([O-])c1ccccc1.O=[N+]([O-])c1ccccc1.O=[N+]([O-])c1ccccc1.O=[N+]([O-])c1ccccc1.CCOC(=O)OC", "max_force_ha_per_bohr": 0.04486}


- Number 1 is which compound?
  C40H38N3O7PS5V


- What is the formula in the second record?
  C40H38N6O15


- Number 1 is which compound?
  C40H38N3O7PS5V